Entry 1:
30
Properties=species:S:1:pos:R:3:forces:R:3:mulliken_charge:R:1 method="wB97M-V/def2-TZVPD" smiles="Cc1ccc(C2=NC(=O)/C(=C/c3ncc[nH]3)S2)cc1" homo_lumo_gap_ev=7.32 spin_multiplicity=1 e_homo_ev=-8.51
C -2.861635 0.081181 -5.137970 -0.5 -0.4 0.2 -1.34
C -2.041422 -0.098517 -3.900553 1.3 -0.6 -1.0 0.94
C -0.741956 -0.635895 -4.061301 0.4 0.5 3.0 -0.72
C 0.086013 -0.820429 -2.907722 -1.9 0.0 -0.9 -0.57
C -0.389612 -0.508963 -1.597978 0.0 0.3 -1.7 0.68
C 0.476786 -0.759705 -0.452563 1.9 -1.1 -0.2 0.59
N 1.574589 -1.490944 -0.552137 -2.3 1.5 -0.8 -0.52
C 2.222556 -1.580451 0.652318 2.5 -3.1 0.0 -0.27
O 3.137418 -2.387625 0.842850 -0.9 1.3 -0.2 -0.60
C 1.666319 -0.765534 1.687980 -0.3 1.4 3.4 0.73
C 2.203478 -0.558687 2.936880 -0.4 0.5 -1.3 -0.29
C 1.779563 0.398219 3.966082 -0.6 0.2 0.9 0.34
N 2.619624 0.725271 4.929578 -0.9 1.2 0.7 -0.60
C 1.951513 1.688318 5.720356 0.6 -1.0 -1.1 -0.35
C 0.694661 1.909879 5.233488 -0.9 0.5 0.2 -0.27
N 0.564614 1.072276 4.144923 0.5 -0.5 -1.0 0.02
S 0.158118 -0.082706 1.142499 -0.3 0.3 -0.3 -0.43
C -1.663237 0.054663 -1.506747 -0.6 -0.6 -0.3 -0.44
C -2.506845 0.187114 -2.637823 0.8 0.0 1.8 -0.73
H -3.596978 -0.734204 -5.185322 0.0 0.3 -0.1 0.29
H -2.266603 0.044373 -6.050219 0.0 0.0 0.1 0.36
H -3.387223 1.027319 -5.093318 -0.2 0.1 -0.1 0.37
H -0.361378 -0.925504 -5.019549 0.1 0.0 -0.4 0.35
H 1.031106 -1.294611 -3.060732 0.5 -0.1 0.2 0.45
H 3.172478 -1.000700 3.194927 -0.4 0.0 -0.3 0.44
H 2.436815 2.161040 6.557461 0.0 -0.1 0.0 0.40
H -0.127189 2.606867 5.593047 1.3 -1.2 -0.7 0.34
H -0.219425 0.986089 3.498100 0.3 0.3 0.6 0.15
H -2.077465 0.257464 -0.519026 0.0 0.1 -0.2 0.31
H -3.534684 0.444402 -2.417527 0.0 0.3 -0.4 0.36

=====

Entry 2:
14
Properties=species:S:1:pos:R:3:forces:R:3:mulliken_charge:R:1 method="wB97M-V/def2-TZVPD" homo_lumo_gap_ev=9.97 spin_multiplicity=1 e_homo_ev=-13.36 total_charge=+1
S -1.888146 -3.082814 1.268263 0.2 -0.1 0.4 -0.38
H -1.554967 -3.422838 2.537367 -0.1 0.1 -0.4 0.20
H -3.202301 -3.175010 1.503298 0.0 0.1 0.0 0.20
C 0.558676 1.675736 -0.340612 0.5 0.2 -0.1 -0.13
C 0.886593 0.482541 -0.841499 -0.3 -0.2 0.2 -0.26
N 0.557433 -0.713294 -0.038248 -0.2 -0.7 -0.1 -0.31
N 0.820337 2.888519 -0.918974 -0.7 -0.3 -0.2 -0.47
H 0.135843 1.723580 0.657773 0.0 0.1 0.0 0.26
H 1.300490 0.241861 -1.806137 0.1 0.2 0.0 0.34
H 1.349748 -1.186234 0.411509 0.1 0.3 -0.1 0.33
H -0.131332 -0.528416 0.698482 0.0 0.0 -0.1 0.34
H 0.130219 -1.438204 -0.628253 -0.1 0.2 0.1 0.36
H 0.796941 2.899939 -1.928795 0.4 -0.1 -0.1 0.26
H 0.240467 3.634634 -0.574175 0.1 0.2 0.2 0.28

=====

Entry 3:
8
Properties=species:S:1:pos:R:3:forces:R:3:mulliken_charge:R:1 method="wB97M-V/def2-TZVPD" homo_lumo_gap_ev="8.64 / 8.64" spin_multiplicity=1 e_homo_ev="-9.92 / -9.93"
N -2.145455 0.510998 -0.122140 -2.1 2.0 -0.6 0.56
N 0.481134 0.403136 0.341368 -1.6 0.2 1.2 -0.08
N 0.136248 -0.728785 -0.009584 -0.2 0.1 -1.1 0.73
O -1.649870 1.477614 -0.601978 0.2 -1.1 0.2 -0.40
O -1.623122 -0.594375 0.112683 2.3 -1.2 0.0 -0.24
O 0.664628 -1.677698 -0.554928 -0.3 0.4 0.7 -0.56
O 1.751189 0.689084 0.511957 2.9 -1.3 -0.5 -0.37
H 2.385250 -0.079975 0.322622 -1.3 1.0 0.0 0.36

=====

Relative energy (zero: lowest compared OMol25 entry of this formula, charge and spin) across the listed records, respectively: 0.000 1.173 3.576 eV.
Molar mass across the listed records, respectively: 269.3 93.2 107.0 g mol⁻¹.
Calculated total energy across the listed records, respectively: -32049.0504 -16028.2342 -12667.1396 eV.